The following is a DFT calculation (ωB97M-V/def2-TZVPD) of a structure of composition C9H12N2OS at a distorted geometry.

Calculated values
frontier orbital gap (alpha / beta) = 0.2510 / 0.2278 hartree
spin multiplicity = 3
HOMO (alpha / beta) = -0.234 / -0.326 Ha
⟨S²⟩ = 2.0133
total charge = 0

```
25
Properties=species:S:1:pos:R:3:forces:R:3
C 3.395 -0.573 1.141 -0.935 0.619 -1.477
C -0.152 -1.177 -1.375 -1.156 1.557 2.905
C 0.586 -0.187 -0.797 0.101 -2.643 -1.418
C -2.133 -0.320 -0.105 -2.981 0.961 1.726
C -1.176 0.401 0.849 -1.519 1.826 -1.246
C 2.824 0.419 0.343 4.541 1.373 -1.123
C -1.625 -1.459 -0.913 1.325 0.168 -1.370
C 0.175 0.823 0.229 -1.943 -0.452 -0.520
C 0.119 2.124 -0.573 -1.054 2.988 1.853
N 3.780 -1.497 1.693 0.714 -1.546 1.443
N 1.128 0.819 1.217 -0.186 0.220 1.078
O -1.681 -2.757 -0.355 0.150 -0.295 1.660
S 2.275 0.043 -1.274 -0.059 -0.307 0.161
H 0.313 -1.994 -1.853 0.585 -0.439 -1.099
H -2.931 -0.645 0.637 0.667 -0.373 -0.987
H -2.820 0.317 -0.743 1.464 -0.095 0.413
H -1.704 1.341 1.193 0.528 -0.928 -0.199
H -1.134 -0.217 1.730 0.878 -0.292 0.356
H 3.443 1.343 0.405 -0.877 -0.482 -0.080
H -2.309 -1.484 -1.778 0.538 -0.444 0.066
H -0.744 2.648 0.032 1.723 -0.054 -1.591
H -0.254 1.866 -1.549 -0.074 0.325 -0.409
H 1.059 2.842 -0.655 -1.898 -1.944 0.424
H 0.949 0.110 1.901 -0.205 -0.087 1.092
H -1.382 -2.786 0.598 -0.328 0.344 -1.659
```
Forces are in eV/Å.

Atom charges from the Löwdin analysis, given in e for atoms 1 to 5: -0.356 0.011 -0.478 -0.162 -0.122



The following is a DFT calculation (ωB97M-V/def2-TZVPD) of a structure of composition C24H27BrCsN2O3Te2 at a distorted geometry.

Calculated values
frontier orbital gap = 0.1932 hartree
HOMO = -0.125 Ha
total charge = -1

```
60
Properties=species:S:1:pos:R:3:forces:R:3
Cs 0.105 0.116 0.017 0.923 1.729 -1.213
O -2.925 -4.895 0.094 -0.007 -0.158 0.046
C -1.652 -5.383 0.192 -0.078 0.003 -0.083
C -1.480 -6.753 0.027 0.006 -0.018 0.012
C -0.214 -7.309 0.113 0.001 0.013 0.004
C 0.887 -6.498 0.355 -0.010 -0.008 -0.001
C 0.702 -5.132 0.518 0.010 0.029 0.029
C -0.556 -4.551 0.442 0.047 0.040 0.010
C -0.692 -3.046 0.721 0.078 -0.329 0.080
O 0.477 -2.401 0.766 -0.016 -0.445 0.219
N -1.652 -2.513 -0.323 -0.177 -0.013 -0.118
N -2.389 -1.426 0.032 -0.325 -0.169 0.031
C -2.863 -0.672 -0.875 -0.233 -0.114 -0.023
C -3.693 0.505 -0.537 0.765 0.256 -0.017
Br -2.561 2.093 -0.356 -0.991 -0.205 -0.093
C -5.012 0.547 -0.444 -0.133 0.191 0.073
C -5.922 -0.604 -0.626 -0.013 0.039 -0.036
C -7.094 -0.409 -1.358 -0.003 -0.026 0.008
C -7.971 -1.457 -1.585 0.002 -0.003 0.001
C -7.695 -2.718 -1.073 0.000 -0.005 -0.001
C -6.546 -2.917 -0.322 0.012 0.010 0.003
C -5.668 -1.867 -0.094 0.020 -0.018 0.012
H -2.832 -3.944 -0.095 0.019 0.096 0.025
H -2.353 -7.361 -0.172 0.000 0.002 0.000
H -0.090 -8.378 -0.013 0.004 -0.001 0.002
H 1.878 -6.926 0.427 0.001 0.001 -0.003
H 1.530 -4.470 0.735 0.003 -0.008 -0.002
H -1.303 -2.942 1.643 -0.013 0.008 -0.010
H -1.246 -2.468 -1.258 0.031 -0.067 0.001
H -2.629 -0.828 -1.935 -0.034 -0.015 -0.009
H -5.491 1.505 -0.268 0.058 0.017 -0.007
H -7.310 0.574 -1.761 0.001 0.001 0.001
H -8.870 -1.290 -2.164 -0.002 -0.003 0.002
H -8.378 -3.539 -1.250 -0.002 0.000 -0.001
H -6.324 -3.892 0.094 -0.007 -0.003 -0.003
H -4.788 -2.022 0.515 0.008 0.000 0.001
O 0.423 -0.454 2.656 0.060 -0.234 0.540
H 0.570 -1.254 2.087 -0.123 -0.383 0.368
H -0.500 -0.513 2.924 0.069 -0.041 0.153
Te 0.685 3.756 0.436 -0.043 -0.023 -0.044
C 1.526 5.678 0.182 -0.029 -0.047 0.008
C 1.704 6.532 1.274 0.011 0.020 -0.023
C 2.265 7.792 1.121 -0.005 -0.008 0.003
C 2.665 8.238 -0.132 0.005 0.016 0.003
C 2.495 7.402 -1.228 -0.007 -0.014 -0.003
C 1.933 6.142 -1.072 0.008 0.018 -0.005
H 1.397 6.196 2.257 -0.001 -0.001 0.002
H 2.391 8.430 1.989 0.000 0.001 -0.001
H 3.104 9.221 -0.253 0.000 -0.001 0.000
H 2.802 7.732 -2.214 -0.001 0.000 0.000
H 1.807 5.500 -1.935 -0.001 -0.002 0.000
C 5.372 -0.400 0.211 -0.022 -0.039 -0.046
Te 3.473 -1.305 0.584 0.135 -0.105 0.109
C 3.663 -2.790 -0.931 -0.024 -0.012 0.000
H 5.462 -0.144 -0.843 0.000 0.009 0.002
H 6.180 -1.063 0.509 0.006 0.004 -0.005
H 5.411 0.514 0.800 0.006 0.002 0.002
H 4.447 -3.500 -0.681 0.003 0.001 0.002
H 3.869 -2.323 -1.891 0.000 0.009 0.002
H 2.702 -3.301 -0.968 0.007 0.002 -0.012
```
Forces are in eV/Å.

Atom charges from the Löwdin analysis, given in e for atoms 1 to 5: 0.986 0.028 -0.275 -0.032 -0.106